(1)
Entry from the Open Molecules 2025 dataset: an isolated ion of composition C3H11N3 and charge +2 (ωB97M-V/def2-TZVPD).

ORCA input file:
```
! RIJCOSX wB97M-V def2-TZVPD def2/J DEFGRID3
* xyz 2 1
C 0.495 -1.032 1.332
C 0.707 1.483 0.531
C -1.740 -0.142 -1.161
N 1.541 -0.904 0.443
N 0.618 0.020 0.345
N -0.317 -0.241 -1.076
H -0.124 -1.897 1.112
H 0.558 -0.757 2.487
H 0.543 1.587 1.567
H 1.762 1.777 0.353
H 0.017 2.029 0.003
H -2.257 -0.658 -0.350
H -2.183 0.795 -1.221
H -2.199 -0.672 -2.015
H 2.542 -0.728 0.641
H 0.092 0.452 -1.621
H -0.056 -1.114 -1.371
*
```

The electronic energy is -284.2993 Eh. Its SMILES is C[NH2+][N@@+]1(C)CN1. Its HOMO energy is -0.774 Eh.



(2)
Entry from the Open Molecules 2025 dataset: an isolated ion of composition C6H13N4 and charge +1 (ωB97M-V/def2-TZVPD).

ORCA input file:
```
! RIJCOSX wB97M-V def2-TZVPD def2/J DEFGRID3
* xyz 1 1
C -2.228 1.318 -0.116
C -1.652 -0.858 0.736
C 2.337 -0.545 1.250
C 0.668 0.370 -2.078
C 2.433 0.316 -0.053
C 0.981 0.459 -0.565
N -2.586 0.079 0.313
N -0.974 1.812 -0.263
N 0.104 1.151 0.201
N -2.182 -2.051 0.860
H -3.087 1.904 -0.474
H 3.184 -0.313 1.898
H 2.233 -1.648 1.081
H 1.415 -0.372 1.836
H -0.396 0.659 -2.254
H 1.350 0.904 -2.705
H 0.796 -0.663 -2.325
H 3.042 -0.202 -0.754
H 2.760 1.255 0.106
H 0.364 1.584 1.045
H -1.699 -2.915 1.158
H -3.216 -2.187 0.759
H -3.646 -0.055 0.345
*
```

The electronic energy is -455.0879 Eh. Its HOMO energy is -0.466 Eh.



(3)
Entry from the Open Molecules 2025 dataset: an isolated ion of composition C10H12N4 and charge +2 (ωB97M-V/def2-TZVPD).

ORCA input file:
```
! RIJCOSX wB97M-V def2-TZVPD def2/J DEFGRID3
* xyz 2 1
C 3.491 0.628 0.125
C -3.160 -0.652 0.779
C 3.133 -0.621 -0.192
C -2.613 0.588 0.677
C 2.466 1.530 0.597
C -2.321 -1.662 0.111
C 0.869 -0.139 0.137
C -0.521 -0.246 0.024
C 1.549 -2.427 -0.014
C -1.560 1.754 -1.218
N 1.257 1.086 0.586
N -1.121 -1.403 -0.209
N 1.876 -1.147 -0.069
N -1.391 0.960 0.058
H 4.538 0.907 0.026
H -4.151 -1.054 1.258
H 3.969 -1.339 -0.388
H -3.143 1.505 0.862
H 2.551 2.525 0.727
H -2.711 -2.548 -0.060
H 0.520 -2.679 0.308
H 2.278 -3.248 -0.099
H -2.234 2.708 -1.143
H -0.553 2.136 -1.524
H -1.987 1.205 -2.026
H -1.031 1.635 0.668
*
```

The electronic energy is -606.4964 Eh. Its SMILES is C=[n+]1cccn/c1=C1/N=CC=C[N@@H+]1C. Its HOMO energy (spin up / spin down) is -0.596 / -0.596 Eh.



(4)
Entry from the Open Molecules 2025 dataset: a 10-piece molecular cluster, C61H68N5S overall (ωB97M-V/def2-TZVPD).

ORCA input file:
```
! RIJCOSX wB97M-V def2-TZVPD def2/J DEFGRID3
* xyz 1 1
C 6.177 -0.398 0.679
C 4.973 -0.107 -0.324
S 3.299 -0.388 0.471
C 2.254 -0.882 -0.976
N 0.828 -1.102 -0.653
C 0.314 -2.494 -0.625
C -0.526 -2.868 0.669
N -0.057 -3.082 1.859
C 0.085 -0.016 -0.436
N -1.310 0.023 -0.154
C -1.726 1.368 -0.024
N -0.548 2.123 -0.218
N 0.512 1.334 -0.436
H 6.008 -1.404 1.193
H 7.190 -0.468 0.186
H 6.208 0.432 1.445
H 5.089 0.970 -0.681
H 5.135 -0.765 -1.234
H 2.285 -0.008 -1.718
H 2.703 -1.760 -1.539
H -0.270 -2.774 -1.565
H 1.234 -3.171 -0.624
H -1.659 -2.919 0.558
H 0.970 -2.968 1.804
H -2.790 1.672 0.169
H -0.552 3.151 -0.178
H 1.460 1.699 -0.573
C -5.236 1.635 -2.056
C -6.602 1.533 -2.297
C -7.399 2.673 -2.280
C -6.828 3.917 -2.032
C -5.462 4.020 -1.795
C -4.667 2.878 -1.803
H -4.616 0.744 -2.066
H -7.046 0.564 -2.497
H -8.465 2.592 -2.461
H -7.448 4.806 -2.023
H -5.017 4.990 -1.603
H -3.601 2.957 -1.612
C 2.244 6.234 0.071
C 1.605 5.102 -0.423
C 0.735 5.209 -1.504
C 0.512 6.446 -2.098
C 1.154 7.577 -1.607
C 2.016 7.472 -0.520
H 2.919 6.152 0.915
H 1.785 4.135 0.038
H 0.230 4.326 -1.887
H -0.162 6.528 -2.944
H 0.982 8.542 -2.071
H 2.512 8.355 -0.134
C -8.384 2.867 0.951
C -9.748 2.602 0.904
C -10.632 3.365 1.659
C -10.153 4.400 2.455
C -8.789 4.668 2.499
C -7.904 3.899 1.752
H -7.694 2.270 0.366
H -10.123 1.799 0.278
H -11.695 3.154 1.626
H -10.843 4.998 3.039
H -8.416 5.476 3.119
H -6.840 4.104 1.791
C -0.034 2.887 -6.456
C -1.360 3.303 -6.502
C -2.138 3.281 -5.349
C -1.586 2.852 -4.147
C -0.258 2.439 -4.100
C 0.517 2.453 -5.255
H 0.571 2.902 -7.355
H -1.789 3.644 -7.438
H -3.174 3.599 -5.387
H -2.190 2.839 -3.248
H 0.173 2.105 -3.161
H 1.550 2.126 -5.219
C -8.478 -0.776 -0.087
C -7.204 -0.996 0.424
C -7.010 -1.939 1.427
C -8.089 -2.669 1.914
C -9.363 -2.451 1.400
C -9.559 -1.501 0.403
H -8.630 -0.038 -0.867
H -6.361 -0.431 0.039
H -6.017 -2.106 1.830
H -7.937 -3.407 2.693
H -10.205 -3.021 1.778
H -10.553 -1.328 0.007
C 8.994 -2.676 4.750
C 7.626 -2.763 4.517
C 6.842 -1.615 4.535
C 7.428 -0.377 4.775
C 8.797 -0.289 5.004
C 9.580 -1.438 4.996
H 9.604 -3.572 4.739
H 7.169 -3.728 4.322
H 5.774 -1.685 4.360
H 6.818 0.520 4.784
H 9.254 0.677 5.191
H 10.646 -1.370 5.180
C 6.378 -6.107 2.472
C 6.365 -6.867 3.637
C 5.444 -7.898 3.786
C 4.540 -8.175 2.765
C 4.555 -7.417 1.599
C 5.471 -6.380 1.454
H 7.095 -5.301 2.358
H 7.074 -6.656 4.430
H 5.430 -8.486 4.696
H 3.825 -8.982 2.879
H 3.852 -7.635 0.802
H 5.479 -5.786 0.547
C -1.942 -7.698 -0.615
C -3.311 -7.938 -0.646
C -4.173 -7.152 0.112
C -3.666 -6.120 0.894
C -2.297 -5.878 0.923
C -1.434 -6.669 0.172
H -1.270 -8.313 -1.203
H -3.707 -8.738 -1.261
H -5.240 -7.343 0.092
H -4.339 -5.504 1.481
H -1.902 -5.073 1.532
H -0.366 -6.484 0.199
C 8.978 2.918 -2.696
C 7.656 3.348 -2.735
C 6.886 3.339 -1.576
C 7.443 2.909 -0.376
C 8.766 2.482 -0.336
C 9.532 2.483 -1.496
H 9.576 2.922 -3.599
H 7.225 3.691 -3.669
H 5.853 3.669 -1.608
H 6.844 2.907 0.529
H 9.199 2.148 0.601
H 10.562 2.145 -1.466
*
```

The electronic energy is -3036.8394 Eh. Its HOMO energy is -0.390 Eh.



(5)
Entry from the Open Molecules 2025 dataset: a 4-piece molecular cluster, C4H14O4 overall (ωB97M-V/def2-TZVPD).

ORCA input file:
```
! RIJCOSX wB97M-V def2-TZVPD def2/J DEFGRID3
* xyz 0 1
C 1.656 2.477 -0.267
C 2.711 3.142 0.604
C 4.189 3.167 0.036
C 2.722 2.473 1.978
O 1.620 2.718 -1.454
H 0.980 1.704 0.113
H 2.434 4.203 0.635
H 4.072 3.167 -1.050
H 4.734 2.320 0.445
H 4.675 4.052 0.409
H 2.184 3.011 2.757
H 3.681 2.570 2.534
H 2.590 1.394 1.884
H -5.804 -2.483 2.688
H -5.034 -3.782 2.816
O -4.923 -2.873 2.559
H -5.816 -3.131 -1.898
H -4.917 -4.311 -1.843
O -5.833 -4.084 -2.100
H -2.338 -5.060 -4.292
H -1.517 -5.051 -3.011
O -2.065 -5.622 -3.544
*
```

The electronic energy is -461.7146 Eh. Its SMILES is CC(C)C=O.O.O.O. Its HOMO energy is -0.363 Eh.



(6)
Entry from the Open Molecules 2025 dataset: C22H29N9O2Os as an isolated structure (ωB97M-V/def2-TZVPD).

ORCA input file:
```
! RIJCOSX wB97M-V def2-TZVPD def2/J DEFGRID3
* xyz 4 1
Os -0.619 -1.063 0.819
C -0.429 -2.902 3.368
N -0.923 -2.978 1.933
C -2.376 -3.333 1.856
C -3.203 -2.125 1.666
N -2.610 -0.980 1.342
C -3.615 -0.060 1.152
C -3.563 1.276 0.814
C -4.779 1.962 0.715
C -5.988 1.324 0.937
C -6.069 -0.007 1.294
C -4.848 -0.681 1.397
N -4.524 -2.002 1.723
C 0.167 -1.586 3.617
N 0.172 -0.684 2.632
C 0.850 0.419 3.127
C 1.144 1.659 2.542
C 1.851 2.565 3.324
C 2.247 2.263 4.633
C 1.945 1.036 5.236
C 1.238 0.132 4.453
N 0.783 -1.147 4.711
H 0.325 -3.682 3.546
H -1.250 -3.098 4.064
H -0.393 -3.702 1.442
H -2.701 -3.885 2.743
H -2.541 -3.995 0.999
H -2.612 1.762 0.640
H -4.794 3.012 0.463
H -6.905 1.879 0.827
H -7.028 -0.466 1.477
H -5.182 -2.736 1.954
H 0.821 1.916 1.543
H 2.098 3.535 2.919
H 2.798 3.004 5.197
H 2.246 0.814 6.246
H 0.911 -1.660 5.578
N 1.278 -1.037 -0.192
C 1.066 -1.231 -1.658
C 2.201 -0.750 -2.576
C 2.522 0.754 -2.565
C 3.371 1.165 -3.783
N 2.555 1.353 -4.964
C 2.986 1.974 -6.094
N 2.119 2.287 -7.043
N 4.268 2.273 -6.247
C -0.305 -0.593 -1.983
O -0.589 -0.009 -2.964
O -1.190 -0.807 -0.986
H 1.749 -0.133 -0.044
H 1.932 -1.744 0.161
H 0.941 -2.312 -1.811
H 1.906 -1.059 -3.587
H 3.100 -1.323 -2.338
H 3.104 1.019 -1.679
H 1.607 1.350 -2.552
H 4.125 0.386 -3.973
H 3.903 2.101 -3.565
H 1.585 1.058 -4.933
H 1.126 2.112 -6.941
H 2.424 2.697 -7.919
H 4.976 1.931 -5.615
H 4.595 2.752 -7.077
*
```

The electronic energy is -1588.3649 Eh. Its HOMO energy (spin up / spin down) is -0.713 / -0.695 Eh.



Please write out number 5 again, unchanged.
Entry from the Open Molecules 2025 dataset: a 4-piece molecular cluster, C4H14O4 overall (ωB97M-V/def2-TZVPD).

ORCA input file:
```
! RIJCOSX wB97M-V def2-TZVPD def2/J DEFGRID3
* xyz 0 1
C 1.656 2.477 -0.267
C 2.711 3.142 0.604
C 4.189 3.167 0.036
C 2.722 2.473 1.978
O 1.620 2.718 -1.454
H 0.980 1.704 0.113
H 2.434 4.203 0.635
H 4.072 3.167 -1.050
H 4.734 2.320 0.445
H 4.675 4.052 0.409
H 2.184 3.011 2.757
H 3.681 2.570 2.534
H 2.590 1.394 1.884
H -5.804 -2.483 2.688
H -5.034 -3.782 2.816
O -4.923 -2.873 2.559
H -5.816 -3.131 -1.898
H -4.917 -4.311 -1.843
O -5.833 -4.084 -2.100
H -2.338 -5.060 -4.292
H -1.517 -5.051 -3.011
O -2.065 -5.622 -3.544
*
```

The electronic energy is -461.7146 Eh. Its SMILES is CC(C)C=O.O.O.O. Its HOMO energy is -0.363 Eh.



Q: What is the electronic energy in the third record?
A: -606.4964 Eh



Q: Which value of electronic energy does entry 6 give?
A: -1588.3649 Eh



Repeat the first record exactly.
Entry from the Open Molecules 2025 dataset: an isolated ion of composition C3H11N3 and charge +2 (ωB97M-V/def2-TZVPD).

ORCA input file:
```
! RIJCOSX wB97M-V def2-TZVPD def2/J DEFGRID3
* xyz 2 1
C 0.495 -1.032 1.332
C 0.707 1.483 0.531
C -1.740 -0.142 -1.161
N 1.541 -0.904 0.443
N 0.618 0.020 0.345
N -0.317 -0.241 -1.076
H -0.124 -1.897 1.112
H 0.558 -0.757 2.487
H 0.543 1.587 1.567
H 1.762 1.777 0.353
H 0.017 2.029 0.003
H -2.257 -0.658 -0.350
H -2.183 0.795 -1.221
H -2.199 -0.672 -2.015
H 2.542 -0.728 0.641
H 0.092 0.452 -1.621
H -0.056 -1.114 -1.371
*
```

The electronic energy is -284.2993 Eh. Its SMILES is C[NH2+][N@@+]1(C)CN1. Its HOMO energy is -0.774 Eh.